[1]
This record from the OMol25 dataset describes a molecular structure, C2H5NO2S in a non-equilibrium geometry. The level of theory is the ωB97M-V functional and the def2-TZVPD basis.

Structure (XYZ):
```
11
Properties=species:S:1:pos:R:3:nbo_charge:R:1
S 2.042 0.173 0.437 1.577
O 2.442 -0.459 -1.004 -0.929
O 0.925 -0.854 1.021 -0.672
N 1.136 1.398 0.143 -0.877
C -0.309 -0.413 0.600 -0.114
C -0.229 1.012 -0.035 -0.260
H -1.125 -0.364 1.366 0.197
H -0.816 1.848 0.389 0.202
H -0.489 -1.143 -0.170 0.184
H 3.301 -1.020 -1.072 0.510
H -0.526 0.899 -1.064 0.182
```

The value obtained for the energy relative to the best compared isomer or geometry (same formula, charge and spin) is 62.6 kcal per mole. The HOMO-LUMO gap is 9.36 eV. Its max |F| is 0.0650 hartree/bohr.

[2]
This record from the OMol25 dataset describes 4 unconnected molecules or ions with the total composition C26H62IO12PS. The level of theory is the ωB97M-V functional and the def2-TZVPD basis.

Structure (XYZ):
```
103
Properties=species:S:1:pos:R:3:mulliken_charge:R:1
I -4.449 0.420 0.095 -0.246
S -5.003 -3.345 3.050 0.992
P -4.628 -1.649 1.596 -0.195
O 1.628 6.264 0.161 -0.375
O -2.584 -5.211 -2.015 -0.417
O 5.475 2.466 -0.542 -0.225
O -3.113 -2.061 1.402 0.214
O -4.760 -5.065 -4.146 -0.428
O 0.830 8.996 3.153 -0.255
O -2.493 -5.590 -6.085 -0.257
O 1.853 2.027 -2.215 -0.341
O -3.841 -3.577 3.893 -0.623
O 3.141 0.733 0.282 -0.364
O 3.190 7.171 2.622 -0.431
O -6.279 -2.972 3.644 -0.660
C 2.160 6.201 2.513 -0.652
C 0.951 -4.544 2.003 -1.523
C 0.208 9.590 4.267 -0.764
C 2.169 5.463 1.192 0.062
C 2.570 -2.565 2.087 -1.094
C -3.840 -4.145 -4.715 -0.332
C 1.357 -3.258 2.739 0.794
C -2.376 -4.607 -0.764 -0.409
C -2.324 -6.192 -7.347 -0.766
C -0.727 -2.047 1.728 2.652
C -4.199 -6.199 -3.504 -0.535
C 6.527 3.138 0.109 -0.841
C -2.041 -1.398 2.151 -1.386
C 2.463 1.970 0.123 -0.488
C -3.797 -5.934 -2.069 -0.402
C 1.987 5.801 -1.122 -0.510
C -3.411 -4.517 -6.116 -0.621
C 0.923 1.591 -3.180 -0.776
C -5.259 -4.843 2.104 -0.591
C 2.187 9.369 3.027 -0.589
C 5.492 1.072 -0.308 -0.768
C -0.050 -1.226 0.629 -2.348
C 0.160 -2.314 2.954 -1.734
C 1.349 1.924 -0.899 -0.048
C 4.158 0.458 -0.671 -0.401
C 2.906 8.446 2.068 -0.402
H 1.177 6.644 2.689 0.309
H 1.673 -3.556 3.743 0.443
H -2.950 -3.636 -6.587 0.393
H 5.707 0.869 0.750 0.373
H -5.537 -2.217 0.703 0.178
H 2.682 9.333 4.006 0.346
H 0.718 -1.799 0.108 0.446
H -5.026 -5.666 2.779 0.396
H 0.199 10.684 4.189 0.298
H 6.278 0.594 -0.910 0.431
H -4.993 -6.949 -3.490 0.404
H -3.179 -3.898 -0.529 0.037
H -2.313 -5.347 0.045 0.368
H 3.056 -3.208 1.349 0.329
H 4.281 -0.627 -0.667 0.407
H -2.252 -1.530 3.213 0.557
H 3.156 2.784 -0.100 0.431
H -4.566 -4.858 1.262 -0.088
H 3.200 5.178 0.945 0.164
H 2.362 5.469 3.298 0.386
H -1.436 -4.060 -0.814 0.201
H 1.551 -5.395 2.329 0.434
H 0.649 2.749 -0.699 0.417
H -3.690 -6.894 -1.542 0.416
H -3.349 -6.595 -4.064 0.265
H 6.422 4.199 -0.110 0.228
H 0.431 -0.337 1.047 0.463
H 1.580 4.540 1.299 0.140
H 0.803 0.981 -0.777 0.023
H -2.964 -4.016 -4.076 0.221
H 1.545 6.480 -1.849 0.305
H 0.641 0.545 -3.015 0.259
H 1.617 4.787 -1.312 0.073
H -5.124 -0.852 2.639 0.231
H -0.819 9.232 4.297 0.234
H -4.599 -5.366 -1.577 0.247
H 2.340 8.356 1.139 0.250
H 0.714 9.316 5.200 0.322
H -3.273 -6.579 -7.734 0.322
H 1.087 -4.449 0.921 0.343
H 3.876 8.896 1.849 0.365
H 6.486 2.988 1.193 0.342
H 1.999 2.164 1.094 0.305
H -1.622 -7.015 -7.225 0.234
H -1.003 -3.013 1.299 -0.928
H 1.395 1.688 -4.155 0.274
H -0.785 -0.903 -0.115 0.685
H 0.539 -1.354 3.328 0.311
H 3.857 0.778 -1.671 0.234
H -1.916 -5.486 -8.080 0.299
H 3.328 -2.306 2.830 0.370
H -4.295 -4.791 -6.707 0.348
H -6.295 -4.881 1.772 0.349
H 2.306 -1.637 1.577 -0.024
H -0.476 -2.731 3.741 0.586
H 2.264 10.399 2.648 0.396
H 0.010 2.199 -3.164 0.319
H 3.075 5.791 -1.251 0.292
H -2.090 -0.337 1.888 0.327
H 7.507 2.799 -0.249 0.350
H -0.096 -4.802 2.181 0.280
H -4.375 -3.195 -4.775 0.373
```

The HOMO-LUMO gap is 9.23 eV. Its max |F| is 0.0069 hartree/bohr.

[3]
This record from the OMol25 dataset describes 8 unconnected molecules or ions with the total composition C5H22O9 in a non-equilibrium geometry. The level of theory is the ωB97M-V functional and the def2-TZVPD basis.

Structure (XYZ):
```
36
Properties=species:S:1:pos:R:3:nbo_charge:R:1
O 0.574 2.392 -3.163 -0.935
O -2.630 2.205 2.138 -0.983
O 0.127 4.056 -0.949 -0.984
O -3.406 0.684 -1.735 -0.946
O -0.176 1.133 4.029 -0.966
O 2.471 0.903 2.131 -0.967
O -0.752 -1.603 2.106 -0.586
O 1.245 1.772 0.134 -0.998
O 1.199 -1.460 1.075 -0.727
C 0.696 -2.341 -1.419 -0.207
C 0.072 -3.439 0.734 -0.517
C 0.049 -2.019 1.360 0.811
C -0.166 -3.357 -0.742 -0.415
C 0.830 -2.584 -2.748 -0.344
H 0.242 -3.304 -3.307 0.182
H -0.125 2.950 -3.469 0.461
H 2.110 1.631 1.666 0.506
H 0.916 -4.030 0.889 0.224
H 1.464 -2.042 -3.221 0.171
H -0.759 -4.054 1.110 0.223
H -2.955 0.332 -2.457 0.471
H 0.743 0.683 3.724 0.489
H 0.839 4.504 -1.397 0.506
H 1.475 -0.603 1.395 0.533
H 1.221 1.542 -0.820 0.487
H -0.504 4.628 -0.470 0.507
H 0.854 2.729 0.064 0.501
H 1.388 -2.016 -0.776 0.221
H 3.357 0.875 2.110 0.471
H -0.003 2.350 -2.237 0.469
H -1.752 2.486 2.288 0.495
H -1.335 -3.131 -0.959 0.193
H -2.965 1.928 1.295 0.488
H 0.022 -4.331 -1.204 0.214
H -0.820 0.505 3.910 0.475
H -3.546 0.027 -1.085 0.474
```

The value obtained for the energy relative to the best compared isomer or geometry (same formula, charge and spin) is 69.5 kcal per mole. The HOMO-LUMO gap is 9.16 eV. Its max |F| is 0.1312 hartree/bohr.

[4]
This record from the OMol25 dataset describes a single C7H9ClN2 molecule in a non-equilibrium geometry. The level of theory is the ωB97M-V functional and the def2-TZVPD basis.

Structure (XYZ):
```
19
Properties=species:S:1:pos:R:3:nbo_charge:R:1
Cl 3.429 -1.104 0.175 0.038
N -2.418 -0.199 0.249 -0.271
N -1.707 0.942 0.245 -0.333
C -1.569 -1.192 0.030 0.032
C 2.523 0.139 -0.523 -0.169
C 0.642 1.779 -0.061 -0.416
C -0.290 -0.654 -0.106 0.034
C -2.003 -2.610 -0.043 -0.633
C -0.389 0.708 0.031 0.029
C 2.055 1.275 0.302 -0.474
H 2.742 2.126 0.181 0.222
H 2.076 0.981 1.354 0.228
H -2.180 1.813 0.421 0.406
H 2.404 0.114 -1.591 0.199
H -1.145 -3.270 0.050 0.222
H -2.493 -2.800 -0.998 0.224
H 0.390 2.602 0.613 0.220
H -2.713 -2.826 0.751 0.228
H 0.650 2.179 -1.081 0.217
```

The value obtained for the energy relative to the best compared isomer or geometry (same formula, charge and spin) is 100.4 kcal per mole. The HOMO-LUMO gap (alpha / beta) is 9.35 / 7.31 eV. Its max |F| is 0.0198 hartree/bohr.

[5]
This record from the OMol25 dataset describes 10 unconnected molecules or ions with the total composition C28H66ClN8O12 in a non-equilibrium geometry. The level of theory is the ωB97M-V functional and the def2-TZVPD basis.

Structure (XYZ):
```
115
Properties=species:S:1:pos:R:3:mulliken_charge:R:1
Cl -2.469 -0.139 1.632 1.570
O -3.679 0.656 1.663 -0.650
O -2.316 -1.056 2.741 -0.647
O 3.700 -4.237 0.166 -0.666
O -4.034 -5.574 8.575 -0.666
O -8.891 -2.136 -2.110 -0.641
O -1.069 -3.088 -8.141 -0.603
O 1.670 -0.649 8.729 -0.679
O -1.263 0.621 1.603 -0.639
O -2.531 -0.850 0.428 -0.640
O -2.427 -3.184 -6.363 -0.320
O -1.968 -7.686 0.330 -0.616
O 3.195 6.929 1.090 -0.680
N -3.925 -4.901 6.489 -0.355
N 1.836 5.377 0.348 -0.310
N -3.636 -6.348 0.781 -0.348
N -7.007 -1.994 -0.974 -0.319
N 0.680 0.940 7.402 -0.360
N 1.782 -5.254 -0.509 -0.346
N 7.992 1.716 0.055 0.109
N -2.085 5.576 -3.501 -0.003
C -3.614 -4.767 7.743 0.685
C 2.563 -4.751 0.451 0.646
C -1.699 -3.754 -7.324 0.575
C 5.734 1.043 0.926 -1.317
C -3.932 -8.761 1.100 -1.001
C 8.694 2.590 -0.940 -0.531
C -7.604 -0.080 -2.312 -1.039
C -2.077 6.953 -4.110 -0.480
C -4.570 5.806 -2.564 -0.971
C 9.213 2.749 1.981 -1.001
C -2.450 4.661 -4.589 -0.261
C -2.824 -3.676 8.256 -0.866
C -7.875 -1.553 -1.823 0.678
C 2.497 5.909 1.318 0.705
C 1.418 -0.116 7.604 0.672
C 2.063 -4.889 1.877 -0.977
C 2.039 -0.652 6.357 -0.913
C -3.098 -7.545 0.691 0.667
C -0.878 7.209 -4.994 -1.240
C -2.985 5.541 -2.275 -0.748
C 6.644 2.206 0.428 -0.300
C -2.881 -3.994 -5.329 -0.370
C -1.791 -5.224 -7.061 -0.432
C 8.038 2.717 -2.356 -1.192
C -2.074 -5.282 -5.602 -0.516
C -2.287 3.214 -4.132 -1.470
C 2.489 5.212 2.667 -0.881
C 8.818 1.435 1.204 -0.515
H 1.775 5.615 3.385 0.262
H -6.122 -1.523 -0.852 0.207
H 0.499 1.418 8.273 0.249
H 2.258 -5.330 -1.397 0.241
H -3.062 -5.517 0.764 0.225
H 0.049 6.983 -4.467 0.274
H -3.053 -2.877 7.550 0.285
H 0.453 1.242 6.465 0.228
H -2.017 7.605 -3.238 0.445
H -4.757 6.816 -2.930 0.260
H -4.935 5.037 -3.244 0.250
H -2.786 -6.053 -5.310 0.290
H -2.689 6.307 -1.558 0.387
H 7.033 3.139 -2.343 0.336
H -2.581 2.518 -4.918 0.421
H 8.736 3.364 -2.887 0.371
H -2.673 -3.703 -4.299 0.274
H -2.711 4.597 -1.805 0.428
H 6.051 0.696 1.909 0.275
H -3.100 -3.301 9.242 0.269
H 2.174 4.181 2.506 0.283
H -3.965 -4.058 -5.432 0.279
H -3.483 4.833 -4.892 0.343
H -4.619 -5.573 6.194 0.223
H -7.528 0.677 -1.532 0.319
H -3.247 -9.504 1.509 0.268
H 1.777 -5.864 2.270 0.333
H 1.056 -5.860 -0.156 0.210
H -3.557 -4.227 5.833 0.196
H 9.635 3.519 1.336 0.269
H 9.661 0.790 0.955 0.365
H -2.920 2.929 -3.292 0.317
H 9.923 2.569 2.788 0.396
H 8.104 1.748 -2.852 0.308
H -8.387 0.421 -2.881 0.301
H -4.593 -6.278 1.096 0.186
H 6.666 3.003 1.172 0.182
H 2.134 -1.736 6.413 0.252
H -1.733 4.746 -5.405 0.329
H -2.985 7.091 -4.696 0.264
H -4.616 -8.487 1.903 0.337
H -0.973 -5.773 -7.528 0.318
H -2.696 -5.621 -7.520 0.228
H 1.459 4.442 0.406 0.182
H -4.631 -9.153 0.362 0.283
H 5.941 0.253 0.204 0.326
H -1.084 6.593 -5.869 0.327
H 6.128 2.642 -0.427 0.328
H 8.320 3.261 2.340 0.264
H -7.328 -2.794 -0.446 0.218
H 8.778 3.598 -0.534 0.275
H 3.476 5.237 3.130 0.253
H 2.794 -4.464 2.565 0.274
H 9.692 2.155 -0.996 0.397
H 1.196 -4.228 1.900 0.288
H 1.331 -0.523 5.537 0.322
H 1.697 5.772 -0.572 0.187
H -5.095 5.752 -1.610 0.409
H 8.180 0.868 1.882 0.242
H -0.911 8.257 -5.292 0.392
H 3.039 -0.286 6.127 0.230
H -1.255 3.079 -3.809 0.329
H -6.723 -0.133 -2.952 0.276
H -1.258 -5.290 -4.878 0.277
H -1.753 -3.880 8.281 0.230
H 4.692 1.360 0.898 0.414
```

The HOMO-LUMO gap is 8.18 eV. The charge is -1. Its max |F| is 0.1017 hartree/bohr.

[6]
This record from the OMol25 dataset describes a single C5H3F molecule in a non-equilibrium geometry. The level of theory is the ωB97M-V functional and the def2-TZVPD basis.

Structure (XYZ):
```
9
Properties=species:S:1:pos:R:3:nbo_charge:R:1
F 0.169 -2.434 1.273 -0.262
C 0.146 -0.607 -0.503 -0.052
C -0.798 0.538 -0.362 -0.244
C -0.262 -1.348 0.704 0.313
C -1.040 -0.300 0.845 -0.019
C 0.703 0.812 -0.198 -0.434
H 1.024 1.192 -1.190 0.203
H 1.306 1.199 0.643 0.233
H -1.248 0.949 -1.213 0.262
```

The value obtained for the energy relative to the best compared isomer or geometry (same formula, charge and spin) is 81.8 kcal per mole. The HOMO-LUMO gap (alpha / beta) is 8.27 / 8.27 eV. Its max |F| is 0.0500 hartree/bohr.

[7]
This record from the OMol25 dataset describes a molecular structure, C15H26NO3OsPS in a non-equilibrium geometry. The level of theory is the ωB97M-V functional and the def2-TZVPD basis.

Structure (XYZ):
```
48
Properties=species:S:1:pos:R:3:mulliken_spin:R:1
Os -0.078 -0.247 1.372 1.336
S -1.165 -0.966 5.883 -0.031
P 0.022 0.411 -0.881 0.286
O -0.591 2.606 2.296 0.075
O 2.954 0.181 1.937 0.052
O -3.130 -0.854 1.141 0.059
N -0.180 -0.669 3.516 -0.030
C 1.487 1.246 -1.677 0.184
C -0.418 1.516 1.920 0.080
C -1.333 -1.870 -1.933 0.019
C -1.686 2.655 -1.155 0.025
C -1.338 1.223 -3.205 0.047
C 2.761 0.400 -1.634 0.075
C -1.969 -0.717 1.197 0.050
C 0.484 -1.785 4.032 0.359
C 0.867 -2.178 -0.735 0.073
C 1.828 -0.049 1.712 0.074
C 0.069 -2.088 5.299 0.368
C -1.429 1.237 -1.673 0.139
C 1.736 2.633 -1.080 0.028
C -1.020 -0.093 4.396 0.314
C 0.049 -1.282 -1.652 0.097
H -1.226 -2.957 -2.059 0.000
H 2.640 -0.575 -2.122 0.003
H -1.098 0.242 -3.626 0.002
H -1.693 2.703 -0.059 0.010
H -2.009 -1.712 -1.086 0.006
H -2.688 2.943 -1.503 0.049
H -1.683 0.751 4.167 0.020
H -0.603 1.947 -3.575 0.008
H 0.504 -3.211 -0.747 0.009
H 0.423 -2.948 5.867 0.009
H -1.798 -1.443 -2.829 0.002
H 1.184 -2.342 3.390 0.009
H -0.542 -3.599 1.357 0.050
H -0.965 3.384 -1.554 0.018
H 0.795 -1.882 0.346 -0.021
H -2.269 0.593 -1.359 0.063
H 1.196 1.374 -2.732 -0.024
H 1.940 -2.158 -0.941 -0.006
H -2.320 1.518 -3.593 0.036
H -0.417 -2.940 1.731 -0.027
H 3.084 0.257 -0.597 -0.001
H 3.547 0.968 -2.151 0.036
H 0.933 3.346 -1.307 0.011
H 0.595 -1.154 -2.590 0.011
H 2.669 3.015 -1.514 0.043
H 1.882 2.568 0.008 0.003
```

The HOMO-LUMO gap (alpha / beta) is 6.44 / 5.10 eV. The charge is +4. The expectation value of S² is 6.03. Its multiplicity is 5. Its max |F| is 0.1647 hartree/bohr.